Entry A
Entry from the OMol25 dataset: 2 unconnected molecules or ions with the total composition C6H12N2O (ωB97M-V with the def2-TZVPD basis set).

Properties
- LUMO level (alpha / beta) (eV) = -1.145 / -1.112
- HOMO energy (alpha / beta) (eV) = -8.8 / -8.9

Structure (ORCA input):
```
! RIJCOSX wB97M-V def2-TZVPD def2/J DEFGRID3
* xyz 0 1
C 2.136 -0.707 -0.926
C 1.195 0.452 -1.100
N -0.548 -1.008 1.905
N 1.020 1.137 -2.153
H 0.079 -1.759 1.604
H -0.083 -0.523 2.670
H 1.612 0.814 -2.920
H 2.853 -0.477 -0.135
H 1.587 -1.591 -0.592
H 2.663 -0.936 -1.853
C -2.025 0.998 0.961
C -1.024 0.168 0.201
C 0.387 0.848 0.134
C -1.328 -0.854 -0.647
O 0.943 0.472 1.311
H 0.198 1.934 0.066
H -1.562 1.455 1.833
H -2.374 1.795 0.300
H -2.868 0.383 1.272
H -2.056 -1.597 -0.350
H -0.805 -1.003 -1.581
*
```



Entry B
Entry from the OMol25 dataset: C6H12N2O in the gas phase (ωB97M-V with the def2-TZVPD basis set).

Properties
- LUMO level (eV) = 0.917
- HOMO energy (eV) = -7.7

Structure (ORCA input):
```
! RIJCOSX wB97M-V def2-TZVPD def2/J DEFGRID3
* xyz 0 1
C -1.646 1.175 -0.944
C -0.965 -0.035 -0.380
O -1.807 -1.200 -0.471
C 0.013 0.107 0.773
C 0.007 -0.946 1.838
C 1.507 0.519 0.040
N 1.680 1.936 -0.163
C 0.511 -0.283 -0.699
N 0.877 -1.627 -1.090
H -2.402 1.535 -0.242
H -2.140 0.924 -1.887
H -0.946 1.988 -1.144
H -2.168 -1.438 0.397
H -0.125 -1.964 1.449
H -0.831 -0.747 2.517
H 0.926 -0.923 2.430
H 2.416 -0.006 0.326
H 0.938 2.457 0.300
H 2.561 2.255 0.231
H 0.050 -2.120 -1.426
H 1.545 -1.609 -1.854
*
```



Entry C
Entry from the OMol25 dataset: 2 unconnected molecules or ions with the total composition C6H12N2O (ωB97M-V with the def2-TZVPD basis set).

Properties
- LUMO level (eV) = 0.951
- HOMO energy (eV) = -7.2

Structure (ORCA input):
```
! RIJCOSX wB97M-V def2-TZVPD def2/J DEFGRID3
* xyz 0 1
C 2.207 -0.923 -1.280
C -2.196 0.891 0.172
C -1.069 -0.882 1.591
N 1.249 -0.725 -0.214
C 1.218 1.340 1.050
C 0.095 0.092 -0.426
C -0.978 0.038 0.409
N 0.098 0.864 -1.583
O 1.336 1.003 2.144
H 1.036 -1.579 0.278
H -0.497 1.667 -1.536
H 0.973 1.116 -2.006
H 2.896 -1.725 -0.986
H 2.791 0.000 -1.419
H 1.728 -1.178 -2.245
H -1.946 1.944 -0.024
H -2.858 0.872 1.030
H -2.768 0.534 -0.688
H -1.460 -0.346 2.453
H -0.109 -1.293 1.897
H -1.746 -1.712 1.384
*
```



Result of the stability comparison: entry C is the most stable of them.



Entry A
Entry from the OMol25 dataset: H2NO4P in the gas phase (ωB97M-V with the def2-TZVPD basis set).

Properties
- LUMO level (eV) = 0.289
- HOMO energy (eV) = -9.8

Structure (ORCA input):
```
! RIJCOSX wB97M-V def2-TZVPD def2/J DEFGRID3
* xyz 0 1
N -2.029 -0.173 -0.009
O -2.807 -1.043 0.158
O -2.107 0.958 0.334
O 0.398 -1.191 0.143
O 0.194 1.032 -0.873
P -0.421 -0.439 -1.040
H -0.015 -2.028 0.264
H 0.774 1.002 -0.144
*
```



Entry B
Entry from the OMol25 dataset: 2 unconnected molecules or ions with the total composition H2NO4P (ωB97M-V with the def2-TZVPD basis set).

Properties
- LUMO level (alpha / beta) (eV) = -3.001 / -3.001
- HOMO energy (alpha / beta) (eV) = -10.0 / -10.0

Structure (ORCA input):
```
! RIJCOSX wB97M-V def2-TZVPD def2/J DEFGRID3
* xyz 0 1
N 0.914 0.660 0.017
O 1.005 0.508 -1.221
O 1.059 1.648 0.653
O 0.391 -1.817 -0.373
O -1.935 0.485 0.210
P 0.500 -0.821 0.848
H 0.084 -1.338 -1.214
H -2.019 0.675 1.080
*
```



Result of the stability comparison: entry A is the most stable of them.



Entry A
Entry from the OMol25 dataset: C4H7FO in the gas phase (ωB97M-V with the def2-TZVPD basis set).

Properties
- LUMO level (eV) = 1.006
- HOMO energy (eV) = -9.9

Structure (ORCA input):
```
! RIJCOSX wB97M-V def2-TZVPD def2/J DEFGRID3
* xyz 0 1
C -1.471 -0.455 -0.383
C -0.391 0.303 0.387
O -0.677 1.691 0.507
C 0.970 0.043 -0.279
C 1.949 -0.459 0.416
F 3.173 -0.590 -0.100
H -2.382 -0.531 0.171
H -1.179 -1.488 -0.606
H -1.638 0.052 -1.312
H -0.259 -0.074 1.441
H -0.961 1.869 -0.388
H 1.059 0.310 -1.340
H 1.807 -0.671 1.484
*
```



Entry B
Entry from the OMol25 dataset: C4H7FO in the gas phase (ωB97M-V with the def2-TZVPD basis set).

Properties
- LUMO level (eV) = 0.986
- HOMO energy (eV) = -9.8

Structure (ORCA input):
```
! RIJCOSX wB97M-V def2-TZVPD def2/J DEFGRID3
* xyz 0 1
F 1.830 0.607 0.939
C 0.694 -0.055 0.810
C -0.522 0.788 0.480
C -0.925 0.420 -0.927
O -0.378 -0.861 -1.179
C 0.731 -1.097 -0.240
H 0.433 -0.647 1.733
H -0.260 1.832 0.673
H -1.414 0.567 1.113
H -0.602 1.179 -1.611
H -2.072 0.356 -1.009
H 0.816 -2.073 0.000
H 1.669 -1.016 -0.782
*
```



Entry C
Entry from the OMol25 dataset: a molecular structure, C4H7FO (ωB97M-V with the def2-TZVPD basis set).

Properties
- LUMO level (eV) = 1.083
- HOMO energy (eV) = -9.9

Structure (ORCA input):
```
! RIJCOSX wB97M-V def2-TZVPD def2/J DEFGRID3
* xyz 0 1
C -1.893 -0.630 0.244
C -0.585 -0.207 -0.423
C 0.742 1.154 0.283
C 0.667 -0.370 0.343
H -1.888 -0.266 1.168
H -2.729 -0.109 -0.366
H -2.106 -1.727 0.363
H -0.478 -0.559 -1.586
H 1.741 1.698 -0.252
H 0.972 1.492 1.443
H 0.450 -0.786 1.323
O -0.525 1.232 -0.353
F 1.629 -1.032 -0.217
*
```



Entry D
Entry from the OMol25 dataset: C4H7FO in the gas phase (ωB97M-V with the def2-TZVPD basis set).

Properties
- LUMO level (eV) = 0.981
- HOMO energy (eV) = -9.9

Structure (ORCA input):
```
! RIJCOSX wB97M-V def2-TZVPD def2/J DEFGRID3
* xyz 0 1
O 1.095 -2.060 -0.947
C 0.471 -0.754 -0.960
C 0.566 0.031 0.321
C -0.626 -0.058 1.304
C -0.256 1.248 0.660
F -1.175 1.784 -0.141
H 0.735 -2.778 -1.351
H -0.530 -0.714 -1.416
H 0.967 -0.076 -1.643
H 1.634 -0.088 0.650
H -1.596 -0.356 0.880
H -0.533 -0.265 2.355
H 0.208 1.900 1.420
*
```



Result of the stability comparison: entry A is the most stable of them.



Entry A
Entry from the OMol25 dataset: 5 unconnected molecules or ions with the total composition C5H15N5O10 (ωB97M-V with the def2-TZVPD basis set).

Properties
- LUMO level (eV) = -0.128
- HOMO energy (eV) = -11.0

Structure (ORCA input):
```
! RIJCOSX wB97M-V def2-TZVPD def2/J DEFGRID3
* xyz 0 1
C 9.825 11.850 16.092
N 9.934 11.808 17.567
O 10.760 11.069 18.071
O 9.188 12.604 18.195
H 10.700 11.359 15.665
H 9.867 12.920 15.890
H 8.874 11.422 15.774
C 7.614 -1.111 24.334
N 8.392 -2.254 23.780
O 9.519 -2.024 23.424
O 7.855 -3.376 23.620
H 6.598 -1.408 24.593
H 7.568 -0.315 23.591
H 8.151 -0.773 25.220
C 1.348 8.972 24.832
N 2.164 10.144 25.320
O 1.712 10.774 26.282
O 3.066 10.542 24.667
H 0.622 9.157 24.040
H 0.780 8.657 25.707
H 1.979 8.114 24.603
C 8.512 8.194 23.839
N 7.748 7.347 22.894
O 8.156 6.177 22.829
O 6.931 7.873 22.225
H 8.440 7.719 24.818
H 8.060 9.177 23.713
H 9.516 8.205 23.414
C 2.338 12.962 18.219
N 1.188 12.091 17.950
O 0.224 12.165 18.763
O 1.140 11.391 16.940
H 2.970 12.639 19.046
H 1.993 13.992 18.314
H 3.021 12.861 17.376
*
```



Entry B
Entry from the OMol25 dataset: 5 unconnected molecules or ions with the total composition C5H15N5O10 (ωB97M-V with the def2-TZVPD basis set).

Properties
- LUMO level (eV) = -1.405
- HOMO energy (eV) = -9.4

Structure (ORCA input):
```
! RIJCOSX wB97M-V def2-TZVPD def2/J DEFGRID3
* xyz 0 1
C -1.019 -0.147 3.604
N -1.951 -0.999 2.836
O -2.355 -0.571 1.789
O -2.252 -2.100 3.261
H -1.522 0.730 4.012
H -0.275 0.294 2.940
H -0.569 -0.796 4.355
C -0.652 0.712 0.886
N 0.110 1.419 -0.174
O 1.087 2.059 0.117
O -0.282 1.284 -1.341
H -0.921 1.468 1.622
H -0.041 -0.106 1.268
H -1.579 0.359 0.435
C -0.957 -1.092 -1.757
N 0.053 -0.400 -2.624
O 1.244 -0.653 -2.423
O -0.366 0.414 -3.392
H -0.306 -1.667 -1.098
H -1.545 -1.759 -2.389
H -1.594 -0.333 -1.303
C 1.640 -2.482 1.579
N 0.602 -1.627 2.213
O 0.932 -1.009 3.222
O -0.485 -1.650 1.706
H 1.087 -3.250 1.038
H 2.400 -2.843 2.272
H 2.035 -1.850 0.783
C 1.334 2.184 -2.748
N 0.807 2.586 -4.077
O -0.313 3.084 -4.119
O 1.600 2.517 -5.001
H 0.429 2.228 -2.142
H 2.117 2.875 -2.434
H 1.508 1.121 -2.914
*
```



Result of the stability comparison: entry A is the most stable of them.



Entry A
Entry from the OMol25 dataset: C4H6FNO3S in the gas phase (ωB97M-V with the def2-TZVPD basis set).

Properties
- LUMO level (eV) = 0.566
- HOMO energy (eV) = -10.0

Structure (ORCA input):
```
! RIJCOSX wB97M-V def2-TZVPD def2/J DEFGRID3
* xyz 0 1
C 2.104 -1.328 0.487
C 0.708 -0.829 0.251
N -0.348 -1.545 0.206
O -1.591 -1.073 -0.092
C -1.965 0.121 -0.734
C -1.365 1.301 0.057
F -1.794 1.244 1.320
S 0.661 0.986 -0.052
O 1.222 1.772 1.006
O 1.015 1.138 -1.416
H 2.179 -2.070 1.196
H 2.879 -0.658 0.690
H 2.486 -1.938 -0.367
H -3.006 0.214 -0.567
H -1.647 0.268 -1.724
H -1.539 2.398 -0.259
*
```



Entry B
Entry from the OMol25 dataset: C4H6FNO3S in the gas phase (ωB97M-V with the def2-TZVPD basis set).

Properties
- LUMO level (eV) = -1.043
- HOMO energy (eV) = -10.3

Structure (ORCA input):
```
! RIJCOSX wB97M-V def2-TZVPD def2/J DEFGRID3
* xyz 0 1
C -0.107 2.734 -1.278
C 0.551 1.581 -1.260
N 0.927 0.136 -1.064
C 0.988 -0.154 0.419
O -0.185 0.339 1.142
C -0.482 -0.535 2.284
S -0.224 -0.887 -1.878
O 0.395 -2.118 -2.512
O -0.887 -0.073 -2.994
F -1.472 -1.421 -0.841
H -0.887 3.593 -1.203
H 1.116 -1.287 0.644
H 1.902 0.440 0.842
H 0.445 -0.602 2.972
H -0.660 -1.619 1.878
H -1.418 -0.128 2.847
*
```



Result of the stability comparison: entry A is the most stable of them.



Entry A
Entry from the OMol25 dataset: C3H4N4S in the gas phase (ωB97M-V with the def2-TZVPD basis set).

Properties
- LUMO level (eV) = -0.335
- HOMO energy (eV) = -8.4

Structure (ORCA input):
```
! RIJCOSX wB97M-V def2-TZVPD def2/J DEFGRID3
* xyz 0 1
H 2.828 -1.984 -0.139
N 2.182 -1.225 0.132
C 0.994 -1.566 -0.137
N -0.085 -0.707 0.092
N -1.375 -1.261 -0.059
N -2.282 -0.244 -0.001
C -1.624 0.859 -0.022
C -0.181 0.675 0.025
S 0.998 1.806 -0.017
H 0.660 -2.540 -0.531
H -1.559 -1.967 0.639
H -2.112 1.856 -0.051
*
```



Entry B
Entry from the OMol25 dataset: a molecular structure, C3H4N4S (ωB97M-V with the def2-TZVPD basis set).

Properties
- LUMO level (eV) = -0.728
- HOMO energy (eV) = -8.7

Structure (ORCA input):
```
! RIJCOSX wB97M-V def2-TZVPD def2/J DEFGRID3
* xyz 0 1
C 1.932 1.173 0.049
C -1.352 -1.464 -0.064
C 0.001 -1.050 -0.162
H 2.151 0.089 -0.080
H 2.734 2.060 0.125
H -1.637 1.451 0.910
H -1.885 -2.479 -0.175
N 0.652 1.478 -0.206
N -0.151 0.347 -0.241
N -1.531 0.728 -0.135
N -2.241 -0.440 0.017
S 1.327 -1.891 -0.039
*
```



Result of the stability comparison: entry A is the most stable of them.